Record 1
Computed, not measured: C4H5NO2 in the gas phase in a non-equilibrium geometry, with the ωB97M-V functional and the def2-TZVPD basis.

ΔE to the lowest compared entry with this formula, charge and spin (kcal per mole): 150.7

```
! wB97M-V def2-TZVPD RIJCOSX def2/J DEFGRID3
* xyz 0 1
C 1.27 0.62 -0.31
C 0.85 -0.36 0.79
C 0.02 0.82 -1.02
C -1.14 -0.01 -0.43
N -0.57 -0.67 0.68
O -0.01 0.35 1.68
O 1.69 -1.28 1.23
H -0.02 1.96 -1.16
H 0.25 0.71 -2.12
H -1.95 0.48 0.11
H -1.58 -0.68 -1.17
H 1.18 -1.94 1.72
*
```


Record 2
Computed, not measured: 2 unconnected molecules or ions with the total composition C5H8O3 in a non-equilibrium geometry, with the ωB97M-V functional and the def2-TZVPD basis.

ΔE to the lowest compared entry with this formula, charge and spin (kcal per mole): 100.4

```
! wB97M-V def2-TZVPD RIJCOSX def2/J DEFGRID3
* xyz 0 1
C 0.29 -0.53 -0.36
C 1.17 0.42 -0.16
C -1.66 0.34 -0.27
C 2.69 0.14 0.01
C -2.62 -0.32 0.61
O -1.71 1.45 -0.70
O 0.30 -1.84 -0.68
O 1.02 1.78 -0.10
H 2.85 -0.54 0.79
H 2.91 -0.36 -0.98
H 3.27 1.08 0.10
H -3.22 -0.83 -0.32
H -3.15 0.47 1.23
H -2.12 -1.10 1.28
H -0.20 -2.36 -0.02
H 0.17 2.19 -0.40
*
```


Record 3
Computed, not measured: C17H19ClN2O3S in the gas phase in a non-equilibrium geometry, with the ωB97M-V functional and the def2-TZVPD basis.

ΔE to the lowest compared entry with this formula, charge and spin (kcal per mole): 0.1
SMILES string: Cc1ccc(CNC(=O)CN(c2ccc(Cl)cc2)S(C)(=O)=O)cc1

```
! wB97M-V def2-TZVPD RIJCOSX def2/J DEFGRID3
* xyz 0 1
C -3.85 1.34 -2.22
C -2.36 1.19 -2.28
C -1.76 -0.05 -2.09
C -0.38 -0.19 -2.16
C 0.43 0.91 -2.44
C -0.17 2.14 -2.63
C -1.54 2.28 -2.56
H -1.99 3.25 -2.72
H 0.45 3.01 -2.85
C 1.92 0.75 -2.43
N 2.39 0.62 -1.06
C 2.61 -0.57 -0.48
O 2.59 -1.63 -1.07
C 2.86 -0.47 1.03
N 1.65 -0.21 1.79
C 0.78 -1.25 2.12
C 0.78 -2.46 1.42
C -0.10 -3.47 1.77
C -1.00 -3.28 2.81
C -1.00 -2.09 3.52
C -0.12 -1.08 3.18
H -0.10 -0.17 3.75
H -1.69 -1.95 4.34
Cl -2.10 -4.53 3.23
H -0.10 -4.40 1.22
H 1.45 -2.62 0.60
S 1.14 1.38 1.96
O 0.94 1.70 3.34
O 2.08 2.19 1.23
C -0.45 1.43 1.11
H -1.16 0.83 1.66
H -0.76 2.46 1.09
H -0.31 1.05 0.10
H 3.55 0.36 1.23
H 3.31 -1.40 1.38
H 2.37 1.45 -0.47
H 2.41 1.60 -2.90
H 2.21 -0.17 -2.95
H 0.07 -1.16 -2.00
H -2.37 -0.91 -1.87
H -4.27 1.23 -3.22
H -4.29 0.57 -1.58
H -4.12 2.32 -1.84
*
```


Record 4
Computed, not measured: CH4N2S in the gas phase in a non-equilibrium geometry, with the ωB97M-V functional and the def2-TZVPD basis.

ΔE to the lowest compared entry with this formula, charge and spin (kcal per mole): 36.9

```
! wB97M-V def2-TZVPD RIJCOSX def2/J DEFGRID3
* xyz 0 3
C 1.53 -0.22 -0.46
N -0.47 -0.03 0.68
N 0.22 -0.22 -0.47
S 2.20 -0.52 -2.02
H 1.98 0.05 0.51
H 0.10 0.46 1.43
H -1.42 0.27 0.81
H 0.90 -0.55 -1.87
*
```


Question: ΔE to the lowest compared entry with this formula, charge and spin of number 4 (CH4N2S)?
Answer: 36.9 kcal per mole


Question: Which value of ΔE to the lowest compared entry with this formula, charge and spin does entry 1 give?
Answer: 150.7 kcal per mole